1.
Formula: C32H64O15S2
Source: the OMol25 dataset
Level of theory: the ωB97M-V functional and the def2-TZVPD basis

```
113
C32H64O15S2 | the OMol25 dataset | the ωB97M-V functional and the def2-TZVPD basis
C 2.30 -6.37 -11.85
C 1.75 -5.01 -12.01
C 0.80 -5.09 -13.16
O 1.41 -6.11 -13.97
C 2.55 -6.71 -13.33
H 1.53 -6.93 -11.32
H 3.21 -6.35 -11.26
H 2.49 -4.24 -12.25
H 1.15 -4.60 -11.19
H 0.77 -4.15 -13.71
H -0.16 -5.47 -12.81
H 3.52 -6.35 -13.65
H 2.55 -7.80 -13.43
C 12.35 -0.38 -11.83
C 12.92 0.49 -12.91
C 11.79 1.48 -13.15
O 11.12 1.57 -11.92
C 11.77 0.77 -10.98
H 13.23 -0.86 -11.40
H 11.59 -1.09 -12.14
H 13.35 0.08 -13.82
H 13.82 1.01 -12.59
H 11.05 1.01 -13.80
H 12.18 2.44 -13.48
H 10.98 0.52 -10.26
H 12.48 1.34 -10.39
C 7.89 2.20 -11.21
C 6.43 2.04 -10.77
C 5.71 2.14 -12.14
O 6.40 3.02 -12.99
C 7.78 2.81 -12.60
H 8.37 1.22 -11.19
H 8.48 2.87 -10.59
H 6.13 2.82 -10.07
H 6.10 1.11 -10.32
H 4.65 2.35 -12.09
H 5.71 1.19 -12.67
H 8.20 3.81 -12.71
H 8.25 2.14 -13.32
C 7.10 1.15 -18.33
C 7.61 0.93 -16.89
C 6.65 1.65 -15.96
O 5.43 1.72 -16.70
C 5.54 1.38 -18.08
H 7.27 0.21 -18.85
H 7.45 2.03 -18.88
H 8.63 1.31 -16.77
H 7.67 -0.10 -16.56
H 6.97 2.64 -15.62
H 6.40 1.01 -15.11
H 5.29 2.30 -18.61
H 4.90 0.50 -18.19
C 11.69 -5.02 -10.86
C 10.54 -5.66 -10.05
C 11.16 -6.05 -8.68
O 12.50 -5.55 -8.72
C 12.60 -4.57 -9.73
H 11.41 -4.20 -11.53
H 12.13 -5.80 -11.48
H 9.97 -6.47 -10.51
H 9.80 -4.87 -9.90
H 11.17 -7.14 -8.65
H 10.57 -5.79 -7.81
H 13.65 -4.50 -10.00
H 12.26 -3.65 -9.27
C 9.18 -6.10 -13.67
C 8.87 -7.28 -14.58
C 7.33 -7.28 -14.62
O 6.90 -6.46 -13.53
C 7.98 -6.11 -12.68
H 9.12 -5.14 -14.19
H 10.17 -6.17 -13.23
H 9.20 -8.25 -14.22
H 9.29 -7.08 -15.56
H 6.85 -8.25 -14.74
H 7.00 -6.78 -15.53
H 8.09 -6.86 -11.90
H 7.78 -5.25 -12.04
C 2.58 1.87 -14.33
C 2.02 0.89 -13.34
C 1.67 -0.35 -14.17
O 1.45 0.12 -15.46
C 1.88 1.46 -15.64
H 3.66 1.79 -14.29
H 2.37 2.90 -14.06
H 1.14 1.32 -12.86
H 2.72 0.77 -12.51
H 0.96 -1.02 -13.69
H 2.54 -0.99 -14.16
H 1.03 2.11 -15.82
H 2.57 1.45 -16.49
C 8.12 -1.41 -13.87
C 8.32 -2.11 -12.56
O 7.06 -2.44 -12.05
S 5.83 -2.44 -13.16
O 5.03 -1.26 -12.89
O 5.24 -3.76 -13.22
O 7.00 -2.13 -14.38
H 8.95 -1.49 -14.56
H 7.75 -0.41 -13.63
H 8.80 -1.51 -11.78
H 8.92 -3.02 -12.55
C 8.72 -1.79 -6.19
C 7.16 -1.39 -6.21
O 6.67 -2.20 -7.23
S 7.64 -2.25 -8.51
O 7.36 -1.09 -9.33
O 7.69 -3.60 -9.16
O 9.02 -2.05 -7.53
H 8.86 -2.66 -5.55
H 9.44 -1.04 -5.87
H 7.07 -0.30 -6.29
H 6.69 -1.60 -5.25
```

## Properties
Charge: 0
SMILES string: O=S1(=O)OCCO1.O=S1(=O)OCCO1.C1CCOC1.C1CCOC1.C1CCOC1.C1CCOC1.C1CCOC1.C1CCOC1.C1CCOC1
Frontier orbital gap (eV): 8.945
Energy relative to the best compared isomer or geometry (same formula, charge and spin) (kcal per mole): 68.5

Here are the Löwdin charges for atoms 1 to 99, given in e:
1 C -0.169
2 C -0.227
3 C -0.198
4 O -0.143
5 C -0.175
6 H 0.117
7 H 0.114
8 H 0.107
9 H 0.115
10 H 0.117
11 H 0.118
12 H 0.111
13 H 0.113
14 C -0.147
15 C -0.202
16 C -0.204
17 O -0.150
18 C -0.211
19 H 0.114
20 H 0.107
21 H 0.118
22 H 0.115
23 H 0.114
24 H 0.124
25 H 0.115
26 H 0.120
27 C -0.156
28 C -0.133
29 C -0.234
30 O -0.136
31 C -0.184
32 H 0.090
33 H 0.111
34 H 0.107
35 H 0.096
36 H 0.113
37 H 0.090
38 H 0.122
39 H 0.097
40 C -0.121
41 C -0.170
42 C -0.191
43 O -0.172
44 C -0.168
45 H 0.100
46 H 0.103
47 H 0.104
48 H 0.094
49 H 0.115
50 H 0.100
51 H 0.109
52 H 0.117
53 C -0.159
54 C -0.147
55 C -0.179
56 O -0.135
57 C -0.226
58 H 0.097
59 H 0.107
60 H 0.095
61 H 0.080
62 H 0.109
63 H 0.111
64 H 0.123
65 H 0.119
66 C -0.152
67 C -0.159
68 C -0.196
69 O -0.141
70 C -0.202
71 H 0.107
72 H 0.096
73 H 0.111
74 H 0.109
75 H 0.114
76 H 0.112
77 H 0.104
78 H 0.107
79 C -0.165
80 C -0.180
81 C -0.220
82 O -0.122
83 C -0.167
84 H 0.091
85 H 0.113
86 H 0.108
87 H 0.099
88 H 0.115
89 H 0.098
90 H 0.114
91 H 0.107
92 C -0.175
93 C -0.214
94 O -0.228
95 S 0.756
96 O -0.243
97 O -0.216
98 O -0.216
99 H 0.143



2.
Formula: C32H64O17
Source: the OMol25 dataset
Level of theory: the ωB97M-V functional and the def2-TZVPD basis

```
113
C32H64O17 | the OMol25 dataset | the ωB97M-V functional and the def2-TZVPD basis
C 3.39 0.57 1.09
C 4.66 0.61 1.91
C 5.68 1.10 0.89
O 5.26 0.49 -0.29
C 3.88 0.38 -0.32
H 2.81 1.45 1.34
H 2.71 -0.21 1.43
H 4.85 -0.42 2.23
H 4.61 1.35 2.70
H 6.69 0.79 1.15
H 5.67 2.19 0.80
H 3.60 -0.64 -0.56
H 3.43 1.14 -0.97
C 0.35 4.09 -1.84
C 0.52 2.65 -2.36
C 0.16 1.74 -1.19
O -0.23 2.63 -0.14
C 0.30 3.98 -0.36
H -0.51 4.58 -2.28
H 1.20 4.68 -2.19
H 1.54 2.49 -2.70
H -0.15 2.56 -3.22
H 1.05 1.14 -0.99
H -0.68 1.06 -1.35
H 1.31 4.07 0.04
H -0.23 4.80 0.13
C -1.46 -0.79 0.89
C -0.09 -0.87 1.55
C 0.85 -0.43 0.37
O 0.14 -0.73 -0.83
C -1.11 -1.33 -0.49
H -1.82 0.24 0.94
H -2.23 -1.27 1.50
H 0.03 -1.92 1.81
H -0.05 -0.33 2.49
H 1.81 -0.95 0.33
H 0.88 0.66 0.46
H -1.07 -2.42 -0.50
H -1.88 -1.05 -1.21
C -0.10 0.74 -3.74
C 0.48 0.15 -4.98
C 0.77 -1.33 -4.58
O -0.30 -1.56 -3.60
C -0.99 -0.39 -3.21
H -0.73 1.62 -3.90
H 0.75 0.92 -3.09
H 1.40 0.69 -5.22
H -0.24 0.16 -5.80
H 1.81 -1.40 -4.28
H 0.51 -2.06 -5.36
H -1.10 -0.40 -2.13
H -2.02 -0.30 -3.56
C -2.67 -1.81 4.79
C -1.95 -1.07 3.72
C -1.99 0.31 4.40
O -3.23 0.38 5.14
C -3.84 -0.94 5.29
H -1.92 -1.92 5.57
H -3.00 -2.78 4.43
H -2.37 -1.02 2.71
H -0.92 -1.41 3.70
H -2.05 1.15 3.71
H -1.14 0.34 5.08
H -4.55 -1.19 4.51
H -4.21 -1.20 6.28
C -2.18 2.19 1.72
O -2.21 3.49 1.04
C -2.44 4.62 1.72
O -2.54 4.70 2.93
O -2.50 5.73 0.97
C -2.53 5.65 -0.46
H -1.42 2.15 2.49
H -2.06 1.32 1.07
H -3.07 1.95 2.31
H -1.84 4.88 -0.81
H -2.11 6.47 -1.02
H -3.52 5.34 -0.81
C 1.43 -2.13 4.86
O 1.40 -2.88 3.60
C 2.02 -2.40 2.56
O 2.71 -1.37 2.47
O 1.83 -3.32 1.54
C 2.45 -3.17 0.32
H 2.32 -2.44 5.40
H 0.53 -2.28 5.45
H 1.50 -1.05 4.75
H 2.15 -4.06 -0.23
H 3.54 -3.26 0.39
H 2.29 -2.25 -0.23
C 1.28 -1.35 -1.86
O 2.46 -1.28 -2.68
C 3.45 -2.11 -2.35
O 3.54 -2.78 -1.31
O 4.37 -2.12 -3.31
C 5.53 -2.86 -3.13
H 1.40 -1.37 -0.77
H 0.57 -2.08 -2.22
H 0.89 -0.37 -2.10
H 5.57 -3.89 -3.49
H 5.84 -2.81 -2.08
H 6.19 -2.34 -3.82
C -6.65 -0.42 -2.38
O -5.33 -0.44 -2.79
C -4.34 -1.05 -2.20
O -3.15 -0.92 -2.57
O -4.70 -1.79 -1.15
C -3.70 -2.45 -0.40
H -7.07 -1.42 -2.29
H -7.25 0.08 -3.15
H -6.85 0.06 -1.42
H -2.95 -2.88 -1.06
H -4.02 -3.29 0.22
H -3.10 -1.73 0.16
```

## Properties
Charge: 0
Frontier orbital gap (eV): 8.185
Energy relative to the best compared isomer or geometry (same formula, charge and spin) (kcal per mole): 478.2

Here are the Löwdin charges for atoms 1 to 99, given in e:
1 C -0.198
2 C -0.140
3 C -0.210
4 O -0.099
5 C -0.189
6 H 0.121
7 H 0.026
8 H 0.112
9 H 0.115
10 H 0.120
11 H 0.118
12 H 0.105
13 H 0.131
14 C -0.148
15 C -0.166
16 C -0.171
17 O -0.126
18 C -0.156
19 H 0.100
20 H 0.116
21 H 0.130
22 H 0.072
23 H 0.099
24 H 0.135
25 H 0.124
26 H 0.104
27 C -0.149
28 C -0.077
29 C -0.142
30 O -0.353
31 C -0.139
32 H 0.064
33 H 0.071
34 H 0.111
35 H 0.117
36 H 0.077
37 H 0.118
38 H 0.158
39 H 0.076
40 C -0.201
41 C -0.113
42 C -0.102
43 O -0.167
44 C -0.211
45 H 0.114
46 H 0.074
47 H 0.118
48 H 0.115
49 H 0.100
50 H 0.120
51 H 0.062
52 H 0.107
53 C -0.193
54 C -0.179
55 C -0.161
56 O -0.131
57 C -0.143
58 H 0.107
59 H 0.119
60 H 0.071
61 H 0.081
62 H 0.071
63 H 0.124
64 H 0.110
65 H 0.120
66 C -0.001
67 O -0.024
68 C -0.581
69 O 0.121
70 O 0.012
71 C -0.049
72 H 0.095
73 H 0.038
74 H 0.106
75 H 0.040
76 H 0.104
77 H 0.104
78 C -0.004
79 O 0.020
80 C -0.524
81 O 0.053
82 O 0.008
83 C -0.130
84 H 0.101
85 H 0.084
86 H 0.095
87 H 0.135
88 H 0.123
89 H 0.046
90 C -0.185
91 O -0.001
92 C -0.501
93 O -0.018
94 O 0.022
95 C -0.064
96 H 0.042
97 H 0.152
98 H 0.095
99 H 0.095



3.
Formula: C32H65B2N3O9
Source: the OMol25 dataset
Level of theory: the ωB97M-V functional and the def2-TZVPD basis

```
111
C32H65B2N3O9 | the OMol25 dataset | the ωB97M-V functional and the def2-TZVPD basis
O 1.66 -0.75 -6.07
C 0.49 -0.96 -6.31
O -0.12 -0.41 -7.38
C -0.45 -1.78 -5.49
C -0.58 -3.21 -6.07
O 0.34 -3.43 -7.09
B -0.31 -4.50 -8.01
O -1.61 -4.78 -7.32
C -1.92 -3.55 -6.73
C -3.13 -3.63 -5.78
B -4.15 -2.49 -6.14
O -4.16 -1.25 -5.52
O -5.07 -2.66 -7.15
H 0.59 -0.02 -7.92
H -0.08 -1.80 -4.46
H -1.43 -1.30 -5.51
H -0.45 -3.96 -5.28
H -0.50 -3.97 -9.12
H 0.37 -5.51 -8.10
H -2.07 -2.81 -7.54
H -3.59 -4.61 -5.92
H -2.79 -3.58 -4.74
H -3.54 -1.23 -4.78
H -5.23 -1.85 -7.64
C -0.87 2.39 -2.72
C -0.85 1.34 -1.58
C -0.46 1.96 -0.23
C 1.02 2.33 -0.12
C 1.90 1.13 -0.45
C 1.60 0.52 -1.82
N 0.12 0.23 -1.88
O -0.20 -0.87 -1.31
C 2.07 1.44 -2.94
C 2.34 -0.81 -1.99
C -2.25 0.74 -1.48
H -1.86 2.42 -3.18
H -0.65 3.40 -2.34
H -0.17 2.17 -3.51
H -0.69 1.23 0.55
H -1.09 2.83 -0.06
H 1.25 3.18 -0.78
H 1.23 2.67 0.90
H 2.96 1.41 -0.42
H 1.76 0.36 0.32
H 1.74 1.08 -3.91
H 3.16 1.44 -2.94
H 1.75 2.48 -2.82
H 2.13 -1.50 -1.18
H 3.41 -0.61 -2.02
H 2.05 -1.29 -2.93
H -2.51 0.21 -2.39
H -2.96 1.56 -1.34
H -2.34 0.06 -0.64
C -3.33 -4.94 1.70
C -2.05 -5.22 2.52
C -2.15 -4.69 3.96
C -2.07 -3.17 4.07
C -0.81 -2.65 3.39
C -0.69 -3.09 1.93
N -0.84 -4.59 1.89
O 0.25 -5.22 2.14
C -1.74 -2.36 1.08
C 0.68 -2.74 1.37
C -1.84 -6.73 2.57
H -3.74 -5.88 1.33
H -4.10 -4.46 2.31
H -3.14 -4.32 0.84
H -1.34 -5.13 4.54
H -3.09 -5.06 4.39
H -2.96 -2.71 3.63
H -2.06 -2.89 5.12
H -0.78 -1.56 3.42
H 0.07 -3.01 3.94
H -1.77 -2.75 0.06
H -1.44 -1.32 1.01
H -2.74 -2.40 1.50
H 1.48 -3.15 1.99
H 0.77 -1.66 1.33
H 0.79 -3.12 0.35
H -1.65 -7.12 1.57
H -2.75 -7.19 2.96
H -1.00 -7.01 3.20
C 1.14 6.84 4.58
C 1.34 5.52 3.80
C 0.70 4.33 4.51
C 1.45 3.89 5.77
C 2.92 3.61 5.45
C 3.62 4.79 4.78
N 2.80 5.22 3.59
O 3.01 4.48 2.57
C 3.83 5.92 5.79
C 5.00 4.37 4.27
C 0.68 5.69 2.43
H 0.62 7.57 3.95
H 0.54 6.69 5.48
H 2.07 7.30 4.87
H 0.67 3.49 3.81
H -0.33 4.59 4.75
H 1.37 4.65 6.55
H 0.99 2.98 6.17
H 3.47 3.35 6.36
H 2.98 2.74 4.78
H 4.21 6.82 5.30
H 4.59 5.59 6.51
H 2.94 6.17 6.36
H 4.94 3.51 3.62
H 5.62 4.12 5.13
H 5.47 5.18 3.72
H 1.17 6.49 1.86
H -0.36 5.97 2.60
H 0.72 4.78 1.84
```

## Properties
Spin multiplicity: 4
Charge: -1
⟨S²⟩: 3.762
Frontier orbital gap (spin up / spin down) (eV): 5.559 / 5.470

Here are the Löwdin charges for atoms 1 to 99, given in e:
1 O 0.082
2 C -0.524
3 O 0.104
4 C -0.016
5 C -0.334
6 O -0.090
7 B -0.535
8 O -0.079
9 C -0.366
10 C -0.007
11 B -0.659
12 O 0.140
13 O 0.154
14 H 0.119
15 H 0.111
16 H 0.108
17 H 0.155
18 H 0.052
19 H 0.043
20 H 0.154
21 H 0.116
22 H 0.107
23 H 0.072
24 H 0.097
25 C -0.011
26 C -0.466
27 C -0.137
28 C -0.172
29 C -0.126
30 C -0.477
31 N -0.092
32 O -0.041
33 C -0.030
34 C -0.024
35 C -0.037
36 H 0.079
37 H 0.085
38 H 0.062
39 H 0.116
40 H 0.120
41 H 0.108
42 H 0.094
43 H 0.126
44 H 0.112
45 H 0.083
46 H 0.090
47 H 0.066
48 H 0.067
49 H 0.091
50 H 0.091
51 H 0.088
52 H 0.091
53 H 0.060
54 C -0.015
55 C -0.474
56 C -0.143
57 C -0.178
58 C -0.134
59 C -0.476
60 N -0.107
61 O -0.025
62 C -0.042
63 C -0.037
64 C -0.051
65 H 0.079
66 H 0.085
67 H 0.062
68 H 0.121
69 H 0.120
70 H 0.102
71 H 0.109
72 H 0.122
73 H 0.124
74 H 0.097
75 H 0.065
76 H 0.069
77 H 0.079
78 H 0.073
79 H 0.094
80 H 0.094
81 H 0.088
82 H 0.075
83 C -0.017
84 C -0.472
85 C -0.138
86 C -0.173
87 C -0.133
88 C -0.489
89 N -0.106
90 O -0.025
91 C -0.043
92 C -0.042
93 C -0.041
94 H 0.078
95 H 0.086
96 H 0.058
97 H 0.122
98 H 0.123
99 H 0.103



4.
Formula: C32H65Br2Cl3IN3O6P
Source: the OMol25 dataset
Level of theory: the ωB97M-V functional and the def2-TZVPD basis

```
113
C32H65Br2Cl3IN3O6P | the OMol25 dataset | the ωB97M-V functional and the def2-TZVPD basis
C 4.95 -2.24 2.18
C 3.52 -2.69 1.86
C 2.39 -1.64 1.74
C 2.65 -0.50 2.77
C 1.89 -1.10 0.36
N 0.77 -1.89 -0.25
C 0.72 -3.33 0.08
C -0.36 -3.72 1.08
O -0.46 -4.86 1.30
N -1.25 -2.77 1.64
C -0.84 -2.26 2.97
C -2.64 -3.24 1.69
C 0.35 -1.49 -1.68
C 1.20 -2.32 -2.69
N 0.49 -2.97 -3.79
C -1.19 -1.77 -1.72
Br -1.79 -3.63 -1.98
C -2.12 -0.92 -2.65
C -3.59 -1.15 -2.15
Br -2.22 -1.40 -4.52
C 0.75 0.01 -1.87
C 0.04 1.11 -1.03
C -1.08 0.80 -0.02
C -1.52 2.16 0.63
C -2.98 2.10 1.08
O -3.08 2.06 2.50
C -4.18 1.28 2.91
P 0.89 0.85 -3.63
O 0.86 -0.27 -4.82
Cl -0.90 1.87 -4.10
O 2.18 0.20 -1.66
C 2.87 -0.50 -0.67
I 4.32 -1.99 -1.48
C 3.87 0.54 -0.02
Cl 4.99 1.10 -1.33
C 3.21 1.81 0.57
C 2.99 2.97 -0.42
Cl 4.36 2.45 1.82
H 5.50 -3.14 2.46
H 5.50 -1.81 1.34
H 5.04 -1.56 3.03
H 3.24 -3.36 2.67
H 3.59 -3.37 1.00
H 1.51 -2.09 2.19
H 3.59 0.02 2.62
H 1.79 0.17 2.82
H 2.69 -1.00 3.74
H 1.44 -0.18 0.75
H -0.02 -1.53 0.32
H 0.55 -4.01 -0.75
H 1.65 -3.75 0.47
H -0.25 -3.01 3.51
H -0.18 -1.40 2.82
H -1.68 -1.89 3.54
H -3.26 -2.36 1.86
H -2.81 -3.89 2.55
H -2.98 -3.68 0.75
H 1.80 -3.09 -2.21
H 1.97 -1.72 -3.16
H 0.45 -3.97 -3.63
H 1.01 -2.86 -4.65
H -1.64 -1.58 -0.75
H -1.98 0.14 -2.43
H -3.67 -1.17 -1.06
H -4.13 -0.26 -2.48
H -4.07 -1.98 -2.66
H 0.81 1.53 -0.38
H -0.26 2.00 -1.58
H -0.77 0.20 0.84
H -2.00 0.37 -0.42
H -1.35 3.00 -0.04
H -0.91 2.27 1.52
H -3.49 3.01 0.73
H -3.54 1.25 0.67
H -5.12 1.66 2.49
H -4.26 1.26 3.99
H -4.10 0.24 2.58
H 1.43 0.05 -5.54
H 4.52 0.08 0.72
H 2.30 1.60 1.12
H 2.20 3.58 0.03
H 2.60 2.63 -1.37
H 3.88 3.58 -0.53
C -5.51 -0.56 -6.87
C -6.49 0.55 -6.54
O -5.95 1.56 -5.70
C -4.82 2.25 -6.19
C -5.07 2.99 -7.49
H -5.15 -1.02 -5.94
H -5.99 -1.33 -7.48
H -4.64 -0.19 -7.41
H -7.34 0.13 -6.01
H -6.89 1.00 -7.46
H -3.97 1.57 -6.28
H -4.56 2.97 -5.42
H -5.33 2.31 -8.31
H -4.18 3.54 -7.79
H -5.89 3.69 -7.38
C 5.47 2.07 6.75
C 4.51 2.22 5.58
O 3.25 1.61 5.79
C 2.49 2.09 6.89
C 2.16 3.57 6.80
H 5.62 1.01 6.98
H 6.43 2.52 6.51
H 5.09 2.55 7.65
H 4.94 1.73 4.71
H 4.38 3.28 5.32
H 3.00 1.86 7.83
H 1.57 1.52 6.89
H 3.05 4.19 6.81
H 1.54 3.87 7.65
H 1.61 3.79 5.88
```

## Properties
Charge: +1
Frontier orbital gap (eV): 8.529

Here are the Löwdin charges for atoms 1 to 99, given in e:
1 C -0.107
2 C -0.245
3 C -0.282
4 C -0.047
5 C -0.173
6 N 0.043
7 C -0.055
8 C -0.491
9 O 0.186
10 N -0.171
11 C -0.028
12 C -0.054
13 C -0.250
14 C -0.277
15 N -0.035
16 C -0.551
17 Br 0.907
18 C -0.783
19 C -0.191
20 Br 0.767
21 C -0.426
22 C -0.174
23 C -0.161
24 C -0.121
25 C -0.216
26 O -0.180
27 C -0.119
28 P 0.771
29 O -0.371
30 Cl 0.258
31 O -0.241
32 C -0.673
33 I 1.079
34 C -0.668
35 Cl 0.640
36 C -0.708
37 C -0.164
38 Cl 0.686
39 H 0.085
40 H 0.034
41 H 0.076
42 H 0.121
43 H 0.047
44 H 0.089
45 H 0.033
46 H 0.091
47 H 0.106
48 H 0.118
49 H 0.123
50 H 0.100
51 H 0.133
52 H 0.109
53 H 0.065
54 H 0.098
55 H 0.081
56 H 0.100
57 H 0.065
58 H 0.053
59 H 0.058
60 H 0.054
61 H 0.080
62 H 0.048
63 H 0.031
64 H 0.072
65 H 0.085
66 H 0.041
67 H 0.091
68 H 0.068
69 H 0.108
70 H 0.077
71 H 0.117
72 H 0.121
73 H 0.131
74 H 0.108
75 H 0.096
76 H 0.091
77 H 0.074
78 H 0.076
79 H 0.047
80 H 0.071
81 H 0.086
82 H 0.057
83 H 0.060
84 C -0.083
85 C -0.276
86 O -0.163
87 C -0.288
88 C -0.076
89 H 0.052
90 H 0.080
91 H 0.066
92 H 0.119
93 H 0.109
94 H 0.096
95 H 0.115
96 H 0.067
97 H 0.078
98 H 0.084
99 C -0.073